{"formula": "C49H124N10O17", "method": "ωB97M-V/def2-TZVPD", "e_lumo_ev": 0.43, "relative_energy_ev": 8.7097, "smiles": "COCCNCCOC.COCCNCCOC.COCCNCCOC.COCCNCCOC.COCCNCCOC.COCCNCCOC.COCCNCCOC.COCCNCCOC.NC(N)=O", "e_tot_ev": -102514.790, "multiplicity": 1, "symbols": ["O", "H", "H", "H", "H", "H", "H", "H", "C", "C", "H", "H", "H", "C", "H", "H", "H", "H", "N", "H", "O", "H", "H", "C", "N", "O", "H", "H", "H", "H", "H", "H", "H", "C", "C", "H", "H", "C", "H", "N", "H", "H", "H", "H", "H", "H", "C", "C", "C", "H", "H", "O", "C", "H", "C", "H", "H", "H", "C", "O", "N", "H", "C", "C", "C", "C", "H", "H", "H", "C", "H", "H", "C", "C", "H", "H", "H", "H", "H", "H", "N", "H", "C", "H", "C", "O", "H", "N", "H", "H", "C", "H", "C", "H", "H", "C", "C", "N", "H", "H", "H", "H", "C", "H", "C", "N", "H", "O", "C", "H", "C", "H", "H", "H", "H", "H", "C", "H", "H", "H", "C", "H", "H", "H", "C", "H", "C", "H", "N", "H", "O", "C", "C", "H", "H", "H", "H", "O", "H", "H", "C", "H", "H", "N", "C", "H", "O", "H", "H", "H", "H", "C", "O", "H", "H", "C", "H", "H", "H", "H", "H", "H", "H", "H", "H", "H", "H", "O", "H", "O", "C", "C", "H", "C", "H", "H", "H", "H", "C", "C", "C", "H", "O", "H", "H", "H", "O", "H", "H", "H", "H", "C", "H", "H", "C", "C", "O", "O", "H", "H"], "positions_angstrom": [[-9.801, 18.040, -20.949], [-5.761, 13.949, -7.803], [-10.010, 18.830, -8.246], [-13.710, 13.409, -11.096], [-2.884, 11.679, -18.867], [-5.590, 15.333, -11.994], [-9.226, 19.221, -9.776], [-8.200, 21.026, -17.166], [-7.867, 21.126, -18.200], [-9.880, 19.530, -21.021], [-10.921, 14.800, -13.862], [-10.822, 18.589, -13.953], [-6.932, 12.307, -15.293], [-10.070, 16.409, -17.749], [-9.946, 16.402, -16.666], [-9.436, 12.501, -19.722], [-6.856, 15.731, -8.834], [-7.954, 10.399, -15.172], [-12.929, 20.722, -17.321], [-8.990, 11.791, -22.253], [-1.152, 11.733, -17.995], [-7.955, 12.972, -19.086], [-11.414, 9.284, -13.246], [-3.519, 11.423, -16.151], [-5.524, 15.856, -20.034], [-6.327, 14.184, -14.795], [-5.824, 21.449, -17.670], [-4.222, 13.266, -15.951], [-8.383, 19.410, -18.631], [-4.801, 15.497, -20.641], [-9.889, 19.657, -15.811], [-11.882, 18.902, -17.047], [-1.025, 13.491, -13.614], [-8.274, 9.410, -15.501], [-4.539, 14.988, -9.264], [-7.589, 8.646, -15.135], [-7.638, 12.778, -13.868], [-12.268, 13.889, -9.517], [0.722, 10.818, -18.405], [-7.206, 16.634, -14.375], [-6.822, 16.982, -16.406], [-12.199, 10.525, -14.187], [-11.498, 17.984, -19.771], [-4.060, 19.651, -17.911], [-11.111, 16.106, -17.863], [-8.056, 22.168, -18.458], [-10.682, 20.356, -16.076], [-6.325, 16.643, -20.701], [-12.690, 22.009, -17.977], [-12.807, 15.750, -10.296], [-7.941, 14.794, -15.946], [-14.232, 23.657, -16.860], [-2.196, 12.458, -18.537], [-8.014, 10.288, -24.156], [-11.338, 10.329, -13.548], [-6.123, 18.495, -13.952], [-5.426, 16.449, -15.423], [-10.089, 15.528, -9.240], [-15.002, 23.046, -15.801], [-2.941, 12.551, -14.119], [-6.463, 15.800, -7.907], [-8.726, 21.314, -20.823], [-10.741, 15.873, -13.799], [-9.086, 19.196, -8.695], [-13.566, 11.034, -9.443], [-9.768, 9.335, -15.038], [-8.717, 20.138, -8.290], [-4.387, 10.972, -15.670], [-3.608, 14.447, -9.094], [-13.943, 22.847, -17.982], [-13.785, 23.659, -18.692], [-2.236, 13.740, -12.456], [-6.704, 12.910, -14.414], [-7.770, 18.118, -12.511], [-4.746, 18.124, -17.527], [-3.350, 10.707, -16.955], [-5.773, 15.534, -19.110], [-10.673, 14.174, -18.563], [-6.842, 15.988, -13.689], [-12.411, 18.683, -14.678], [-3.884, 12.735, -16.741], [-10.104, 21.240, -16.344], [-6.854, 14.877, -15.961], [-11.847, 17.803, -21.449], [-7.648, 8.291, -21.059], [-11.107, 16.125, -12.415], [-8.780, 10.332, -17.176], [-8.799, 20.277, -18.940], [-9.795, 8.433, -14.426], [-6.104, 21.135, -19.334], [-7.952, 11.950, -21.962], [-16.014, 22.880, -16.171], [-6.500, 16.348, -15.580], [-6.813, 8.775, -21.566], [-7.707, 7.263, -21.419], [-13.662, 13.530, -10.014], [-6.212, 17.171, -7.504], [-8.304, 9.464, -16.974], [-1.937, 13.045, -19.418], [-12.072, 13.585, -8.489], [-1.626, 12.083, -12.590], [-13.957, 10.428, -8.625], [-7.111, 18.034, -13.943], [-8.086, 20.553, -13.719], [-6.919, 9.432, -17.602], [-7.267, 17.331, -20.027], [-2.064, 13.720, -16.833], [-14.197, 12.343, -9.412], [-10.487, 15.279, -11.498], [-10.181, 17.458, -18.025], [-8.557, 20.326, -12.763], [-8.524, 8.898, -21.284], [-7.512, 17.072, -19.082], [-13.175, 20.887, -16.356], [-6.810, 13.745, -21.564], [-14.569, 22.092, -15.498], [-10.819, 15.705, -10.030], [-1.460, 11.734, -15.582], [-11.395, 11.009, -12.699], [-5.968, 9.447, -19.527], [-9.605, 14.353, -18.437], [-11.749, 13.232, -10.215], [-6.466, 8.483, -17.314], [-14.731, 22.320, -18.520], [-11.688, 19.238, -14.080], [-7.510, 10.376, -19.259], [-7.573, 18.001, -7.259], [-12.182, 21.871, -18.932], [-12.140, 15.317, -9.673], [-7.026, 18.564, -11.852], [-5.277, 14.195, -10.274], [-4.857, 19.190, -17.328], [-8.725, 20.319, -20.377], [-9.144, 13.990, -17.518], [-15.135, 23.816, -15.041], [-4.632, 19.174, -16.262], [-12.169, 19.613, -13.177], [-6.140, 19.370, -17.999], [-9.852, 19.811, -22.074], [-7.575, 18.732, -14.640], [-1.872, 12.985, -13.152], [-4.402, 16.042, -9.503], [-3.922, 15.009, -11.626], [-8.720, 14.124, -20.749], [-7.410, 11.195, -24.146], [-12.036, 22.494, -17.253], [-8.900, 18.961, -12.549], [-10.842, 19.856, -20.625], [-5.898, 12.393, -13.892], [-5.643, 17.288, -6.582], [-6.613, 14.560, -16.975], [-11.630, 19.949, -17.217], [-6.942, 11.388, -22.838], [-11.210, 20.036, -18.219], [-8.215, 13.901, -22.724], [-11.119, 17.528, -20.686], [-0.570, 10.714, -19.668], [-4.673, 15.083, -7.028], [-3.134, 14.334, -17.997], [-6.240, 10.242, -17.337], [-11.127, 16.446, -20.552], [-6.656, 11.088, -24.926], [0.317, 12.210, -19.310], [-9.686, 16.105, -13.943], [-12.506, 11.089, -9.198], [-10.916, 16.789, -10.092], [-13.688, 10.513, -10.392], [-9.267, 15.721, -18.599], [-2.092, 10.715, -14.586], [-10.039, 10.569, -14.285], [-8.866, 13.403, -19.503], [-4.909, 14.549, -11.664], [-7.884, 17.954, -20.529], [-6.970, 9.442, -19.098], [-14.451, 14.224, -9.724], [-10.644, 14.216, -11.681], [-11.483, 16.435, -14.366], [-5.616, 17.807, -8.159], [-7.840, 13.474, -21.794], [-6.357, 20.772, -18.337], [-2.418, 11.635, -15.071], [-8.296, 17.446, -6.661], [-7.451, 8.245, -19.652], [-7.992, 20.759, -11.938], [-7.867, 19.751, -20.736], [-9.510, 20.854, -12.809], [-11.442, 20.451, -14.833], [-4.895, 13.679, -12.320], [-7.703, 11.638, -20.948], [-9.421, 15.418, -11.675], [-10.509, 9.309, -15.837], [-0.127, 11.315, -18.874], [-7.323, 18.897, -6.691], [-8.033, 12.009, -24.518], [-5.316, 14.940, -7.897], [-2.847, 13.398, -17.520], [-8.105, 18.292, -8.550], [-6.184, 16.863, -21.885], [-7.975, 17.159, -12.035], [-8.504, 15.090, -20.549]], "lowdin_charge": [-0.210, 0.111, 0.091, 0.121, 0.121, 0.070, 0.083, 0.086, -0.199, -0.157, 0.084, 0.057, 0.067, -0.167, 0.085, 0.105, 0.105, 0.081, -0.050, 0.130, -0.214, 0.092, 0.073, -0.172, 0.182, -0.216, 0.115, 0.074, 0.082, 0.121, 0.103, 0.094, 0.085, -0.183, -0.174, 0.118, 0.089, -0.221, 0.089, -0.061, 0.108, 0.077, 0.065, 0.090, 0.092, 0.120, -0.182, -0.765, -0.207, 0.111, 0.095, -0.183, -0.243, 0.083, -0.064, 0.104, 0.119, 0.122, -0.073, -0.196, -0.069, 0.131, -0.062, -0.151, -0.087, -0.191, 0.093, 0.097, 0.111, -0.248, 0.117, 0.056, -0.123, -0.186, 0.066, 0.107, 0.096, 0.125, 0.084, 0.077, -0.052, 0.097, -0.144, 0.089, -0.095, -0.209, 0.095, -0.044, 0.106, 0.116, -0.212, 0.081, -0.207, 0.077, 0.090, -0.209, -0.192, -0.051, 0.120, 0.129, 0.087, 0.082, -0.167, 0.080, -0.186, 0.180, 0.112, -0.212, -0.232, 0.070, -0.096, 0.085, 0.081, 0.065, 0.105, 0.073, -0.185, 0.104, 0.068, 0.130, -0.162, 0.096, 0.119, 0.124, -0.074, 0.098, -0.167, 0.119, -0.069, 0.108, -0.206, -0.094, -0.204, 0.098, 0.087, 0.079, 0.102, -0.202, 0.119, 0.095, -0.034, 0.111, 0.068, -0.042, -0.128, 0.118, -0.211, 0.101, 0.082, 0.108, 0.104, -0.189, -0.179, 0.072, 0.114, -0.099, 0.089, 0.117, 0.105, 0.101, 0.087, 0.087, 0.084, 0.066, 0.072, 0.111, 0.075, -0.196, 0.112, -0.219, -0.204, -0.053, 0.060, -0.257, 0.124, 0.104, 0.076, 0.103, -0.164, -0.181, -0.241, 0.116, -0.177, 0.090, 0.104, 0.088, -0.231, 0.068, 0.079, 0.100, 0.118, -0.087, 0.108, 0.084, -0.211, -0.186, -0.225, 0.027, 0.107, 0.071]}